Entry 1:
Computed, not measured: the molecule C18H21N3O4S2 in a non-equilibrium geometry, with the ωB97M-V functional and the def2-TZVPD basis.

Output
* HOMO energy: -9.0 eV
* charge: 0
* ΔE to the lowest compared entry with this formula, charge and spin: 67.38 kcal per mole

Cartesian coordinates (Å):
C1 -6.1827 1.9788 2.7766
C2 -2.5133 1.2150 0.8165
H1 -1.6273 -1.7828 2.0878
C3 -6.0622 -0.0495 0.8654
H2 4.1201 1.8630 -0.6469
S1 4.4356 0.8439 -3.2620
C4 3.7930 0.8046 -0.4804
H3 7.7044 -0.6628 2.8761
H4 6.0039 -0.1999 2.8081
H5 2.0152 -0.0122 -2.4170
H6 3.9361 -0.5898 1.1604
C5 6.9311 -0.4341 1.0242
H7 6.1312 -1.3224 -1.4817
O1 2.2847 1.4370 2.0975
C6 5.8250 -0.3151 -1.1954
C7 -0.2760 -0.2590 1.4103
N1 2.3079 0.6440 -0.4186
O2 1.6336 3.0716 0.4343
C8 -4.9774 0.1307 1.7581
H8 3.8181 -0.9841 -1.7309
C9 -0.1044 0.9998 0.9316
C10 -5.0803 1.1390 2.7298
H9 -3.4373 1.7901 0.5844
H10 1.6043 1.6806 -2.1805
H11 0.5285 0.3766 -1.5295
H12 -4.3088 1.2368 3.4724
H13 -8.1483 2.4667 1.9343
N2 5.8049 -0.1915 0.2360
O3 7.9768 -0.8357 0.5322
C11 4.3888 -0.0438 -1.6160
H14 -6.0175 -0.8380 0.1224
H15 -1.1038 2.7907 0.1977
C12 4.4932 0.2338 0.7389
H16 -6.1611 2.7891 3.4670
C13 -1.5177 -0.7744 1.6665
C14 -7.1664 0.8363 0.8969
C15 -2.6597 -0.0317 1.3914
O4 -3.8427 -0.6620 1.6256
H17 5.3655 0.0986 -3.9055
H18 0.6318 -0.8808 1.6259
H19 -7.9670 0.7088 0.2080
C16 -1.2249 1.7836 0.6271
S2 1.5822 1.6513 0.8208
N3 6.9266 -0.2850 2.3525
C17 -7.2396 1.8683 1.8362
H20 4.6672 1.0149 1.4723
H21 6.5263 0.4090 -1.6119
C18 1.5828 0.6922 -1.7085

***

Entry 2:
Computed, not measured: the molecule C18H21NO4S, with the ωB97M-V functional and the def2-TZVPD basis.

Output
* HOMO energy: -8.5 eV
* charge: 0
* ΔE to the lowest compared entry with this formula, charge and spin: 33.37 kcal per mole

Cartesian coordinates (Å):
C1 -5.1926 -0.5904 1.7526
H1 -6.0162 -1.2431 1.4633
H2 -0.6394 2.0521 -1.3103
H3 3.8554 4.0360 -0.3669
H4 -4.6337 -1.0799 2.5462
O1 4.4469 0.1600 -0.5014
C2 2.3155 2.6255 -0.0333
H5 3.7606 3.4368 1.3010
H6 -2.1247 0.3119 -2.5592
H7 -5.6196 0.3334 2.1378
N1 0.0234 -1.1607 -0.0839
C3 -4.7269 0.5786 -0.4164
H8 1.9360 -0.1853 -1.4687
S1 3.8131 -1.1211 -0.3366
H9 2.4345 -3.2786 0.8506
H10 -5.6725 1.0898 -0.3077
C4 3.0883 -1.3230 1.3189
H11 -4.2792 1.4979 -2.2930
O2 4.6016 -2.2809 -0.6434
C5 2.2333 -1.2033 -1.2408
C6 -2.7330 0.1544 -1.6813
O3 1.9043 1.5417 0.6609
C7 1.3539 2.9885 -0.9289
O4 -0.9520 -2.3617 -1.7299
C8 -3.9434 0.8092 -1.5320
C9 -3.0996 -0.9612 0.4164
H12 0.4984 -0.2528 1.7353
C10 3.6674 3.1640 0.2509
H13 -1.0387 0.2405 1.0049
C11 -2.2994 -0.7209 -0.6952
C12 1.9771 -2.3000 1.0070
C13 -1.0270 -1.4796 -0.8965
C14 0.2875 2.0670 -0.7743
H14 3.8364 -1.7271 1.9917
C15 0.6727 1.2006 0.2042
H15 1.3949 3.8096 -1.6143
H16 2.7596 -0.3434 1.6466
C16 0.0050 -0.0011 0.7942
C17 -4.3191 -0.3168 0.5667
C18 1.2547 -1.9123 -0.3021
H17 4.4043 2.3914 0.0301
H18 -2.7702 -1.6683 1.1655
H19 2.4023 -1.7517 -2.1611
H20 1.2535 -2.3932 1.8179
H21 0.9064 -2.8328 -0.7858

***

Entry 3:
Computed, not measured: C18H22BBaF6O18 as an isolated structure in a non-equilibrium geometry, with the ωB97M-V functional and the def2-TZVPD basis.

Output
* HOMO energy: -12.7 eV
* charge: +1
* ΔE to the lowest compared entry with this formula, charge and spin: 115.43 kcal per mole

Cartesian coordinates (Å):
O1 -0.2848 3.9691 -0.1644
H1 -4.5702 -1.4435 -4.2638
H2 -0.0054 -0.4145 0.1197
H3 0.2235 -3.6039 5.9224
O2 -1.0580 1.0702 5.5135
C1 1.9494 -4.5252 5.0339
C2 4.1408 0.2144 -2.5388
C3 -0.9799 -0.4534 3.8610
H4 1.6749 2.5523 -1.6782
O3 -3.0946 -2.0412 -2.9148
O4 2.4156 -3.6220 4.0382
O5 1.3834 -2.4745 2.4644
C4 0.8424 4.0124 0.6567
C5 1.6393 3.6250 -1.4882
O6 -1.5291 -1.5480 -4.4808
H5 -0.1310 -5.2464 5.2435
F1 6.4274 1.0940 -4.8628
F2 -2.4458 1.4967 3.8289
C6 -1.2203 1.0241 4.1348
H6 2.4316 -4.4282 6.0066
H7 -2.5420 -2.3680 -6.0706
O7 0.7648 4.2110 1.9080
O8 0.2643 -3.7336 3.8784
H8 -2.7642 2.2942 -1.4965
C7 -4.5781 0.1132 -0.2742
H9 -0.4436 1.6186 3.6536
B1 0.7109 0.3844 0.2334
O9 -0.9774 -0.3856 7.2667
Ba1 1.7372 -2.0352 -0.5515
H10 1.3904 0.0772 1.0133
H11 -1.9628 0.7485 -1.2700
F3 -3.1260 -0.4819 -5.6477
O10 -5.6188 -0.5779 -0.1873
F4 2.4851 4.2598 -2.2628
O11 -0.9778 -1.6440 -2.1725
H12 0.0526 -0.5290 3.5198
O12 -1.1067 -1.0699 5.0944
O13 -4.1436 0.6961 -1.4029
H13 0.1924 5.3106 -1.7045
C8 -1.7835 -1.7420 -3.1019
C9 0.2413 4.2530 -1.4456
H14 1.2355 0.4345 -0.7081
C10 -3.7357 -2.1441 -4.2350
C11 -0.9793 -0.1841 6.0416
F5 -3.4624 2.7388 0.8289
C12 0.4039 -4.3062 5.1086
H15 -3.9417 -3.2101 -4.3318
C13 -2.7305 -1.6705 -5.2544
H16 4.4695 2.4387 -4.2518
C14 1.4161 -3.2314 3.3887
H17 0.2770 1.3338 0.5065
O14 5.3699 0.0966 -3.1000
O15 -3.8727 0.5302 0.8575
H18 -1.9458 1.3866 0.8944
H19 3.6772 1.3760 -5.4162
C15 -2.8741 1.3052 -1.0517
H20 -0.4784 3.7735 -2.1091
O16 1.9214 3.8405 -0.1038
C16 -2.9493 1.5373 0.4967
H21 5.2590 -0.4733 -5.0670
H22 -1.5845 -0.9729 3.1176
C17 5.3134 0.4248 -4.4518
C18 4.1994 1.4034 -4.4598
O17 3.8554 -0.2755 -1.4552
F6 2.1825 -5.7957 4.7162
O18 3.3507 0.9864 -3.3721

***

Entry 4:
Computed, not measured: C18H22BClN4O2Rh as an isolated structure in a non-equilibrium geometry, with the ωB97M-V functional and the def2-TZVPD basis.

Output
* HOMO energy (alpha / beta): -2.7 / -2.8 eV
* charge: -1
* ΔE to the lowest compared entry with this formula, charge and spin: 43.39 kcal per mole

Cartesian coordinates (Å):
H1 -1.5292 1.2033 -1.5012
H2 -0.9684 2.1677 4.9901
H3 -3.9275 -2.2924 -0.7943
H4 -1.9929 -2.4482 -2.3559
O1 1.5710 -1.0867 1.6531
H5 -1.2555 3.7251 2.4213
C1 1.9334 -1.4006 -1.3650
C2 2.7272 -1.9864 -0.2964
C3 -1.9928 -1.3658 -2.4667
N1 0.8441 2.0138 0.4526
H6 0.5881 5.1476 0.9518
Rh1 0.0327 0.0213 0.4892
C4 3.3669 -2.5075 -3.0200
N2 -0.6628 1.6437 2.9817
H7 -1.5680 -1.3755 2.6632
H8 3.6150 -2.6992 -4.0511
C5 4.1219 -3.0462 -1.9881
C6 -2.4998 -0.6965 -1.1727
H9 1.8258 1.7814 -1.3912
Cl1 5.5039 -4.0350 -2.3897
H10 0.4892 3.5170 3.3583
C7 -1.4870 0.1007 4.3338
C8 0.8000 4.1875 0.5259
H11 1.6838 -1.2588 -3.4668
C9 2.4927 -1.7620 1.0575
N3 -0.8536 0.5504 2.2457
O2 0.9283 -0.5901 -1.1908
C10 -1.5917 -1.0656 -0.0407
H12 -1.4959 -2.1496 0.0885
C11 1.4240 3.8501 -0.6618
C12 3.8319 -2.8106 -0.6700
H13 -3.1190 1.0728 -2.2769
C13 -1.3432 -0.3987 3.0462
H14 -4.2921 -0.7856 0.0527
N4 0.4595 3.0656 1.1666
H15 -3.0021 1.3154 -0.5269
C14 2.2837 -1.6981 -2.6824
C15 -2.5455 0.8222 -1.3834
H16 -0.9722 -1.0457 -2.6609
C16 -3.9241 -1.2079 -0.8803
H17 4.4455 -3.2358 0.1104
H18 -4.6042 -0.9238 -1.6848
C17 1.4291 2.4616 -0.6621
H19 -2.6272 -1.1000 -3.3126
H20 3.2052 -2.2448 1.7438
H21 -1.8558 -0.4079 5.2022
C18 -1.0422 1.4052 4.2411
H22 1.8049 4.5087 -1.4175
B1 -0.2555 3.0641 2.5344

***

Entry 5:
Computed, not measured: C18H22BrN2O4PSr as an isolated structure, with the ωB97M-V functional and the def2-TZVPD basis.

Output
* HOMO energy: -7.9 eV
* charge: 0
* ΔE to the lowest compared entry with this formula, charge and spin: 0.00 kcal per mole

Cartesian coordinates (Å):
Sr1 0.2138 0.2044 2.4167
C1 -0.5972 -4.3543 1.1287
C2 -2.2081 0.8439 -0.8374
C3 3.2815 -0.1459 -1.2434
Br1 -1.1033 -2.7402 3.4361
H1 -3.9702 2.8727 -0.0380
H2 -5.1916 2.9278 1.2240
H3 -3.7185 -1.6815 1.6301
H4 -5.5403 -0.5642 0.3344
C4 -4.5497 2.2583 0.6498
C5 -0.0259 -4.5701 -0.1226
C6 -1.2844 -0.0557 -1.6530
O1 0.4455 2.9572 -0.7505
H5 -3.1654 0.9745 -1.3459
H6 4.6615 -1.3275 -0.0789
O2 2.6070 -1.8808 -2.5242
H7 -2.9904 2.1854 2.1214
H8 1.8812 1.3154 -2.0207
H9 -2.8419 -2.0265 0.1655
C7 0.7342 2.2731 0.2131
C8 3.4569 -0.9499 -2.5307
C9 3.8866 -0.5722 -0.0600
H10 -4.2185 0.9558 2.3566
O3 0.0913 2.2092 1.3325
H11 -5.1909 1.6063 0.0589
N1 0.3297 -2.1444 1.1662
H12 -4.6331 -0.7658 -1.1654
H13 -1.1571 0.3408 -2.6597
H14 -0.2875 -0.1147 -1.2138
C10 1.9152 1.2990 0.1013
P1 -2.4943 0.2221 0.8607
H15 -1.1846 -5.1078 1.6315
C11 -4.8073 -1.1887 -0.1756
H16 -0.1697 -5.5213 -0.6182
H17 3.8372 -0.4491 2.0791
C12 -3.5146 -1.2955 0.6268
H18 -1.6720 -1.0732 -1.7434
C13 0.7226 -3.5684 -0.7158
C14 0.8726 -2.3692 -0.0395
C15 3.4170 -0.0923 1.1433
H19 -1.7601 1.8354 -0.7310
C16 -3.6341 1.4782 1.5921
H20 1.4513 -1.5826 -0.5049
H21 -5.2545 -2.1742 -0.3134
C17 2.3475 0.8849 -1.1445
N2 2.4040 0.7796 1.2451
H22 1.2051 -3.6608 -1.6797
O4 4.3256 -0.6371 -3.3365
C18 -0.3712 -3.1248 1.7049

***

Entry 6:
Computed, not measured: a 2-piece molecular cluster, C18H22BrO5 overall in a non-equilibrium geometry, with the ωB97M-V functional and the def2-TZVPD basis.

Output
* HOMO energy: -2.6 eV
* charge: -1

Cartesian coordinates (Å):
C1 -4.8282 -2.3725 0.5871
H1 1.7623 -2.8562 -0.9147
O1 -0.4412 -0.5454 2.2623
H2 -4.0225 -3.5266 -1.0526
H3 1.0478 1.4192 1.5397
C2 -1.6939 1.6899 0.3104
O2 -2.3381 2.1347 1.2639
H4 -5.3711 -1.0574 2.2181
Br1 -6.2569 -3.5720 0.8925
H5 5.0353 -0.0812 -2.0109
C3 1.5088 0.4710 1.2474
C4 2.5588 -0.8832 -0.5538
H6 -0.6263 5.8424 -0.7930
C5 4.8157 -1.3429 -0.2607
H7 -2.1127 -1.9645 -1.4531
C6 1.3791 -1.9039 -0.5295
O3 3.5421 -1.2654 0.3868
C7 -1.1538 3.9045 -0.0867
O4 -0.9173 2.5347 -0.4423
H8 5.4882 -0.6098 0.2063
C8 -4.6659 -1.2449 1.4122
H9 -2.2239 4.1212 -0.1994
O5 3.1334 -0.8486 -1.8485
C9 -2.6629 -0.5873 0.1374
H10 -1.0134 0.1518 -1.0286
H11 4.8535 -1.8524 -2.3730
C10 -2.8299 -1.7760 -0.6509
C11 1.9763 0.5176 -0.1754
C12 -3.8985 -2.6390 -0.4355
H12 1.1582 0.7516 -0.8756
H13 0.7202 4.7029 -0.8479
H14 -3.4749 0.5039 1.8106
C13 -1.6324 0.3189 -0.1550
H15 0.0034 -2.6879 0.9294
H16 -0.5751 4.6046 -2.0543
C14 0.4994 -0.6691 1.5043
H17 0.6069 -1.5373 -1.2206
H18 2.3825 0.2685 1.8921
H19 2.7737 1.2598 -0.3227
H20 1.6872 -2.4453 1.4991
C15 -3.6058 -0.3765 1.1951
H21 5.2028 -2.3614 -0.1277
C16 -0.3581 4.8028 -1.0020
C17 0.8764 -2.0317 0.8753
H22 -0.8646 4.0629 0.9611
C18 4.5555 -1.0245 -1.7163